{"formula": "C36H37CrF3O3P2S", "method": "ωB97M-V/def2-TZVPD", "species": ["C", "C", "H", "H", "H", "H", "O", "C", "C", "H", "H", "C", "C", "C", "H", "C", "C", "H", "H", "C", "C", "H", "H", "H", "C", "H", "H", "H", "C", "H", "C", "C", "H", "H", "H", "H", "C", "H", "C", "P", "F", "C", "C", "H", "H", "H", "H", "H", "H", "H", "C", "C", "H", "C", "C", "H", "F", "Cr", "H", "O", "C", "H", "C", "C", "C", "C", "H", "P", "H", "C", "C", "F", "O", "H", "H", "H", "C", "C", "C", "C", "C", "C", "S"], "xyz": [[-1.514, -4.909, -5.956], [-2.537, -0.326, 4.078], [-0.522, 1.753, -4.043], [2.535, 5.139, 0.207], [2.663, -0.245, 3.259], [0.386, 5.012, -1.053], [1.384, 1.539, 6.610], [-2.473, 1.057, 6.176], [3.282, 3.273, -0.585], [-1.863, 3.107, 6.373], [-2.123, -0.259, -3.472], [-0.848, -1.407, -0.141], [-2.170, -3.108, -1.251], [3.007, 2.162, -1.379], [-3.731, 1.374, 3.646], [-0.424, -5.146, -5.105], [-1.033, -0.254, -3.354], [-1.195, -1.088, 1.989], [0.107, 2.663, 5.274], [1.119, 4.210, -1.137], [1.782, 2.074, -2.068], [-2.566, -1.333, 3.664], [4.087, 3.533, -6.213], [-2.426, 2.596, 2.164], [-1.835, -2.739, -4.910], [-1.453, 1.185, 1.669], [0.210, 2.282, 2.898], [2.555, -2.020, 3.208], [-2.891, -3.305, -0.072], [-1.955, 0.952, 7.148], [-2.049, 2.403, 5.544], [3.002, 2.240, -4.871], [3.113, -1.129, 1.714], [-0.121, 3.048, -2.456], [4.241, 3.339, -0.073], [3.125, 2.915, -4.025], [-2.208, -0.189, 5.364], [2.498, -0.080, -7.949], [0.836, 3.100, -1.938], [1.510, 0.565, -3.079], [2.337, -0.272, 8.743], [2.329, 4.289, -0.443], [2.141, -0.795, 7.506], [-2.381, -1.797, -4.868], [3.735, 1.355, -1.479], [-2.431, -3.655, -2.157], [-1.996, -1.058, 5.989], [-1.807, -5.654, -6.699], [1.535, -0.723, -5.744], [-3.464, 0.271, 2.298], [-1.532, -1.654, 1.070], [-0.740, 2.092, 3.432], [3.789, 2.038, -8.195], [-2.974, 0.752, 3.155], [3.369, 1.756, -7.223], [-2.866, 2.791, 4.921], [1.759, -2.088, 7.619], [0.681, -1.094, 1.378], [-3.093, -3.525, -6.480], [0.672, -0.469, 5.341], [2.287, 1.044, -4.713], [-3.559, 1.098, 6.370], [-0.753, -2.976, -4.045], [-1.891, 1.698, 2.546], [-2.227, -3.711, -5.841], [3.539, 2.595, -6.118], [0.796, -4.387, -3.488], [-0.178, -1.749, -2.774], [-0.092, -0.558, -0.203], [-1.145, -2.165, -1.289], [-0.784, 2.323, 4.722], [3.317, -0.779, 6.835], [-0.281, 0.015, 7.576], [-3.169, -2.774, 1.990], [-3.707, -4.024, -0.085], [0.134, -6.082, -5.189], [2.642, 0.566, -7.079], [2.108, 0.205, -5.835], [-0.219, 0.812, -3.570], [-2.587, -2.588, 1.090], [2.433, -1.105, 2.597], [-0.049, -4.196, -4.154], [0.823, 0.195, 6.637]], "forces_ev_per_angstrom": [[0.090, 0.266, 0.358], [0.502, -0.596, 0.427], [-0.186, -0.378, 0.239], [-0.050, -0.192, -0.213], [-0.456, -0.338, -0.522], [0.182, -0.217, 0.046], [-0.108, -0.748, -0.080], [0.227, 0.216, 0.485], [-0.132, 0.022, 0.024], [-0.222, -0.136, -0.397], [0.397, 0.231, -0.217], [-0.873, -0.546, -0.116], [0.048, 0.202, 0.411], [-0.428, 0.191, -0.078], [0.023, -0.095, -0.099], [-0.155, 0.051, -0.087], [0.515, 1.045, 0.218], [-1.315, -0.381, -0.224], [-0.368, -0.495, -0.627], [0.097, -0.106, 0.146], [-0.004, 0.118, 0.022], [0.294, -0.035, 0.117], [-0.151, -0.280, -0.010], [0.376, -0.443, 0.014], [0.139, -0.444, -0.042], [-0.197, 0.229, -0.022], [-0.350, -0.332, 0.339], [-0.121, 0.382, -0.434], [0.177, 0.302, 0.033], [-0.559, 0.047, -0.712], [0.036, -0.284, 0.006], [0.019, -0.117, -0.429], [-0.124, -0.014, 0.187], [0.282, 0.063, 0.157], [-0.266, 0.013, -0.049], [0.011, -0.157, -0.209], [-1.409, 0.002, 0.232], [0.014, 0.162, 0.342], [0.365, 0.113, 0.187], [1.197, 1.080, -0.662], [0.132, -0.669, -0.778], [0.029, -0.170, -0.234], [-0.231, 0.275, -0.139], [0.098, -0.306, -0.014], [-0.125, 0.210, 0.028], [0.126, 0.070, 0.250], [0.241, 0.116, -0.441], [0.097, 0.235, 0.264], [0.173, 0.237, -0.003], [-0.171, 0.197, 0.102], [-0.063, 0.009, -0.352], [0.505, 0.186, -1.100], [-0.209, -0.166, 0.434], [-0.276, 0.598, -0.528], [-0.115, 0.011, 0.197], [0.207, 0.086, 0.199], [0.344, 0.566, 0.197], [3.070, 0.298, 2.103], [0.316, -0.040, 0.152], [0.257, 0.351, 0.717], [-0.080, 0.234, -0.196], [0.223, -0.068, -0.013], [-0.218, -0.221, 0.051], [-0.238, -0.188, 0.021], [0.210, 0.015, 0.050], [-0.118, -0.278, 0.181], [-0.224, 0.049, -0.233], [-0.140, -1.279, -0.750], [-1.074, -0.451, -0.920], [-0.416, 0.533, -0.110], [0.055, 1.434, 1.206], [-0.377, -0.022, 0.440], [0.819, -0.129, -0.515], [0.275, 0.138, -0.047], [0.097, 0.154, 0.196], [-0.164, 0.310, 0.039], [0.042, 0.091, 0.227], [0.226, 0.388, 0.020], [-0.858, -1.098, 0.019], [0.460, -0.019, -0.093], [-0.419, -0.244, 0.149], [-0.326, 0.349, -0.069], [0.320, -0.191, 0.531]], "fmax_ev_per_a": 3.73, "e_above_lowest_kj_mol": 134.28, "s2": 6.27, "total_energy_ha": -4044.419576, "spin_multiplicity": 5}


{"formula": "C4H7NO", "method": "ωB97M-V/def2-TZVPD", "species": ["C", "H", "C", "O", "H", "H", "C", "H", "C", "N", "H", "H", "H"], "xyz": [[-0.543, -0.428, -0.455], [-0.102, -0.291, -1.356], [-1.983, -0.098, -0.348], [0.023, -1.656, 0.097], [3.603, 0.120, -0.881], [-2.216, 0.337, 0.635], [2.691, -0.378, -0.564], [2.448, -1.329, -1.121], [0.403, -0.411, 0.615], [2.091, 0.232, 0.366], [0.195, -0.109, 1.624], [-2.353, 0.612, -1.150], [-2.512, -1.074, -0.357]], "forces_ev_per_angstrom": [[-0.017, 0.054, 1.138], [1.049, 0.670, -2.937], [-1.253, -0.207, 0.366], [-0.119, 0.650, 0.840], [0.418, -0.285, -0.015], [0.062, 0.012, -0.313], [0.060, -0.098, -0.084], [-0.392, 0.907, 0.678], [3.982, 0.801, -0.079], [-3.986, -1.806, -0.419], [-0.218, -0.316, 0.351], [0.530, -1.065, 0.859], [-0.117, 0.684, -0.384]], "fmax_ev_per_a": 4.40, "e_above_lowest_kj_mol": 387.84, "total_energy_ha": -286.483926, "smiles": "C=N[C@@H]1O[C@H]1C"}


{"formula": "C19H19Cl2O2S5W", "method": "ωB97M-V/def2-TZVPD", "species": ["H", "C", "H", "C", "H", "C", "C", "C", "H", "C", "H", "S", "H", "C", "H", "H", "C", "C", "O", "H", "S", "C", "Cl", "O", "C", "C", "C", "H", "H", "S", "H", "C", "H", "C", "H", "C", "S", "H", "S", "H", "C", "C", "H", "H", "Cl", "C", "W", "H"], "xyz": [[1.042, 1.291, -6.450], [0.130, 3.217, 2.164], [2.019, 1.502, 3.588], [1.372, -0.108, -2.872], [0.172, 0.966, 4.277], [-1.539, 1.091, 2.952], [-1.937, -3.178, 1.394], [-2.086, -1.117, -1.654], [-0.330, 4.181, 2.381], [-0.353, 0.344, 3.555], [-2.013, 1.712, 3.712], [0.108, 2.095, -1.723], [-3.154, -3.481, -2.266], [1.136, 0.896, -5.447], [3.821, 1.992, 2.000], [0.987, 4.019, 0.342], [1.769, -0.324, -5.239], [0.629, 1.613, -4.374], [-1.514, -0.057, -1.372], [0.139, 2.565, -4.540], [1.536, -0.789, -1.234], [-2.546, -4.329, 0.953], [-1.443, -3.070, 3.053], [-1.089, -1.018, 0.952], [-2.799, -3.415, -1.245], [3.075, 1.243, 1.729], [-1.700, -2.107, 0.517], [2.170, -0.886, -6.072], [-2.286, 0.391, 2.586], [2.020, 1.949, 0.459], [-0.727, -0.522, 4.096], [2.348, 0.698, 2.934], [-2.605, -1.151, -2.617], [-2.149, -2.252, -0.795], [0.463, 2.799, 3.110], [1.293, 3.424, 1.203], [0.920, -0.271, 2.394], [3.598, 0.451, 1.189], [-1.185, 2.135, 1.518], [-2.692, -5.149, 1.644], [-2.978, -4.452, -0.373], [0.756, 1.123, -3.077], [3.000, 0.048, 3.518], [2.093, 3.979, 1.697], [-3.751, -5.914, -0.878], [1.886, -0.822, -3.952], [0.017, 0.458, 0.039], [2.377, -1.772, -3.777]], "forces_ev_per_angstrom": [[-0.012, 0.014, 0.025], [0.114, 0.124, 0.058], [-0.007, 0.010, 0.003], [0.022, -0.129, 0.070], [-0.009, -0.011, 0.012], [0.049, -0.084, 0.120], [-0.013, -0.156, 0.171], [0.023, 0.014, 0.047], [0.003, 0.016, -0.009], [-0.054, 0.101, 0.100], [0.029, -0.001, 0.016], [0.093, -0.005, -0.268], [0.024, 0.021, 0.029], [0.017, -0.049, 0.014], [-0.002, -0.025, 0.039], [-0.063, -0.049, -0.024], [-0.036, 0.051, 0.032], [0.026, 0.014, -0.045], [-0.002, 0.126, -0.093], [0.017, -0.017, 0.032], [-0.485, 0.565, 0.362], [-0.026, -0.089, 0.066], [-0.023, 0.049, -0.173], [-0.021, 0.127, -0.376], [0.021, 0.001, 0.029], [0.242, -0.027, 0.088], [0.323, 0.224, 0.477], [-0.014, 0.020, 0.004], [-0.015, -0.011, -0.041], [0.070, 0.190, -0.247], [-0.031, -0.047, -0.030], [0.111, 0.112, 0.103], [-0.058, -0.030, 0.011], [-0.216, 0.067, -0.501], [0.007, -0.035, 0.003], [-0.036, 0.207, 0.089], [-0.106, -0.147, -0.153], [-0.019, -0.012, 0.006], [-0.117, 0.191, -0.135], [-0.018, 0.010, -0.019], [-0.013, -0.103, 0.031], [-0.067, 0.203, 0.186], [0.013, -0.009, -0.026], [-0.011, -0.024, 0.024], [0.044, 0.077, 0.034], [0.032, -0.031, 0.029], [0.214, -1.466, -0.182], [-0.020, 0.020, 0.008]], "fmax_ev_per_a": 1.49, "e_above_lowest_kj_mol": 0.00, "total_energy_ha": -3864.169336, "charge": 1}


{"formula": "C48H36CuN4P2Te", "method": "ωB97M-V/def2-TZVPD", "species": ["C", "C", "H", "C", "H", "H", "C", "H", "C", "C", "H", "C", "C", "C", "C", "H", "H", "C", "C", "H", "H", "H", "N", "H", "C", "C", "C", "P", "C", "H", "C", "C", "C", "H", "C", "C", "C", "H", "H", "C", "C", "C", "H", "Te", "C", "H", "C", "P", "C", "H", "N", "C", "C", "C", "C", "H", "N", "H", "H", "C", "C", "H", "C", "C", "H", "C", "C", "C", "C", "H", "C", "H", "C", "C", "H", "H", "Cu", "C", "H", "C", "H", "H", "H", "H", "H", "C", "C", "C", "H", "H", "H", "N"], "xyz": [[0.013, -0.694, 4.614], [1.718, -5.858, -1.556], [0.407, -1.895, 7.762], [-3.649, 1.749, 1.015], [5.870, 0.872, 3.380], [2.231, -2.637, -0.658], [2.605, 0.499, 3.876], [3.415, -4.548, -1.683], [-0.265, -4.904, -0.580], [2.345, 4.365, 1.705], [-4.989, 3.189, 0.123], [-1.595, 3.279, -0.077], [-2.937, 3.656, -0.259], [-1.249, 2.157, 0.650], [1.124, 2.433, 0.911], [-3.841, -3.626, 5.491], [4.455, 4.089, 2.094], [3.814, 1.070, 3.919], [-2.302, 1.368, 1.224], [2.229, -6.697, -2.010], [5.436, -1.407, 2.547], [3.183, -2.148, 1.878], [-1.973, 0.268, 1.947], [-5.694, 1.190, 1.414], [4.804, 0.088, 0.859], [-0.904, -0.285, 7.212], [-1.061, -4.866, 4.028], [-0.340, -2.271, 0.491], [0.019, -2.497, 2.222], [-2.081, 1.302, 6.374], [-1.964, -3.919, 4.496], [4.879, 0.736, 2.950], [-2.551, -6.531, 4.875], [-5.046, -0.858, 2.691], [-2.126, -2.564, 0.256], [1.723, -3.583, -0.790], [-2.810, -1.863, -0.730], [0.242, 4.353, 1.409], [3.411, -1.183, -0.212], [-3.952, 2.913, 0.271], [2.255, -0.584, 2.971], [2.385, -4.655, -1.368], [-0.136, -6.909, -1.319], [0.721, -4.277, 3.041], [-1.366, 0.513, 6.176], [-2.628, -1.352, 2.992], [1.162, 3.792, 1.328], [0.631, -1.066, 2.947], [3.549, 3.622, 1.724], [3.985, 1.862, 4.638], [-3.427, -5.633, 5.316], [3.279, -1.065, 1.992], [-4.188, -3.647, 0.890], [0.033, -1.277, 6.956], [-4.864, -2.945, -0.101], [5.577, -0.104, 0.118], [2.358, 0.527, 0.209], [-0.814, 3.853, -0.558], [2.356, 5.394, 2.040], [4.748, -0.622, 2.243], [-2.828, -3.452, 1.070], [-5.928, -3.089, -0.238], [0.398, -3.697, -0.378], [-1.367, -6.205, 4.228], [-4.722, -4.341, 1.528], [3.386, -0.396, 0.538], [-0.915, 0.309, 4.879], [0.497, -1.477, 5.666], [-4.306, -0.192, 2.269], [-4.701, -1.491, -1.671], [3.583, 2.316, 1.317], [-0.714, -6.994, 3.875], [-3.122, -4.351, 5.122], [4.803, 1.472, 1.537], [-2.307, -3.978, 1.863], [1.235, -2.245, 5.468], [0.503, -0.261, 0.209], [0.392, -5.976, -1.168], [-1.267, -0.130, 8.220], [-2.936, -0.472, 2.434], [-1.299, -5.014, -0.283], [-2.278, -1.150, -1.350], [-1.262, 0.941, 4.075], [-3.158, 4.540, -0.845], [5.703, 2.056, 1.350], [2.394, 1.724, 0.788], [-4.176, -2.051, -0.908], [-4.655, 0.923, 1.567], [-1.770, -2.860, 4.373], [1.853, 0.844, 4.573], [-2.811, -7.572, 5.036], [0.039, 1.672, 0.763]], "forces_ev_per_angstrom": [[-0.198, -0.057, -0.065], [-0.013, -0.003, 0.003], [-0.003, -0.002, 0.002], [0.068, -0.069, 0.035], [-0.002, 0.001, 0.010], [0.001, 0.001, -0.006], [0.090, 0.038, 0.132], [0.002, -0.002, 0.000], [-0.021, 0.021, -0.016], [-0.013, -0.017, -0.019], [0.001, 0.008, 0.000], [0.067, -0.050, 0.024], [-0.072, -0.007, 0.004], [-0.002, 0.150, -0.063], [-0.023, -0.026, 0.098], [-0.005, 0.001, 0.004], [0.003, -0.004, 0.005], [-0.050, 0.007, -0.019], [-0.160, 0.045, -0.038], [0.000, -0.002, -0.005], [-0.002, 0.002, 0.015], [-0.024, 0.018, -0.004], [-0.110, -0.091, 0.043], [-0.005, -0.010, 0.008], [0.006, -0.002, 0.020], [-0.002, -0.013, 0.001], [0.039, 0.056, 0.057], [-0.162, 0.076, -0.021], [0.522, 0.083, -0.204], [-0.003, -0.001, 0.006], [0.003, -0.029, 0.033], [-0.024, -0.011, -0.028], [0.028, -0.002, -0.023], [-0.007, 0.000, -0.001], [-0.015, -0.118, 0.031], [0.011, -0.033, -0.008], [-0.032, 0.019, -0.019], [-0.004, -0.005, 0.000], [0.026, -0.019, 0.016], [0.017, 0.041, -0.032], [-0.200, 0.138, -0.139], [0.004, 0.020, 0.012], [0.002, -0.004, 0.001], [-0.291, -0.036, 0.039], [-0.014, 0.007, -0.012], [-0.001, 0.019, -0.008], [0.009, 0.052, 0.023], [0.531, -0.148, 0.413], [-0.017, -0.022, -0.005], [0.029, 0.008, -0.011], [-0.034, 0.011, 0.016], [0.093, -0.094, -0.054], [-0.030, 0.023, -0.010], [0.003, 0.004, -0.009], [0.001, -0.021, 0.023], [-0.023, 0.026, -0.033], [-0.332, -0.183, 0.324], [0.012, -0.006, 0.008], [-0.002, 0.000, 0.005], [0.037, 0.023, -0.030], [0.023, 0.032, -0.022], [-0.001, -0.002, 0.003], [0.025, -0.007, -0.002], [-0.005, -0.009, 0.010], [-0.003, -0.001, 0.004], [0.080, 0.046, -0.059], [0.081, 0.050, 0.030], [-0.041, -0.023, 0.000], [-0.002, 0.004, -0.015], [-0.003, -0.002, 0.000], [0.026, 0.028, 0.066], [0.007, 0.000, -0.002], [0.028, -0.010, -0.012], [-0.025, 0.030, -0.025], [-0.025, 0.009, -0.053], [-0.018, 0.003, 0.009], [-0.118, 0.172, -0.023], [0.008, -0.009, -0.012], [0.003, 0.009, 0.003], [0.005, 0.010, 0.016], [0.002, 0.001, 0.003], [0.013, 0.000, 0.007], [-0.011, -0.010, 0.015], [-0.008, 0.000, 0.001], [0.007, -0.012, -0.002], [0.079, -0.072, -0.087], [0.035, 0.015, -0.020], [-0.015, 0.016, -0.001], [-0.003, -0.016, 0.000], [-0.016, -0.033, -0.001], [-0.004, -0.002, 0.003], [0.170, -0.029, -0.370]], "fmax_ev_per_a": 0.69, "e_above_lowest_kj_mol": 275.16, "s2": 0.78, "total_energy_ha": -4660.870702, "spin_multiplicity": 2}